Record 1
{"formula": "C16H33AgN3OSiTa", "method": "wB97M-V/def2-TZVPD", "species": ["N", "C", "O", "Ag", "Ta", "N", "N", "C", "C", "C", "C", "C", "C", "C", "C", "H", "H", "H", "H", "H", "H", "H", "H", "H", "H", "H", "H", "H", "H", "H", "H", "H", "H", "C", "H", "H", "H", "C", "H", "H", "H", "C", "Si", "C", "C", "C", "C", "H", "H", "H", "H", "H", "H", "H", "H", "H"], "positions_angstrom": [[-2.0188, -0.5297, -0.1551], [-3.0978, -0.9423, 0.2307], [-4.1342, -1.3068, 0.6527], [-0.5644, 1.9671, 2.0303], [-0.1276, -0.0408, -0.1121], [0.2388, 1.6776, -0.9775], [0.7469, -1.4992, -1.0523], [-0.3832, 2.5016, -2.0127], [0.1898, -2.5112, -1.9632], [-0.0948, 3.9846, -1.7781], [0.2001, 2.0824, -3.3591], [-1.8862, 2.2890, -1.9966], [-0.4621, -3.5967, -1.1136], [1.3037, -3.1089, -2.8148], [-0.8484, -1.8708, -2.8739], [-0.4192, 4.2931, -0.7789], [-0.6565, 4.5681, -2.5214], [0.9652, 4.2217, -1.9139], [1.2829, 2.2580, -3.3815], [-0.2759, 2.6792, -4.1508], [0.0044, 1.0183, -3.5528], [-2.1739, 1.2396, -2.1279], [-2.3123, 2.8652, -2.8303], [-2.3242, 2.6622, -1.0620], [0.2848, -4.0537, -0.4547], [-0.8933, -4.3688, -1.7668], [-1.2625, -3.1838, -0.4857], [1.9931, -3.7071, -2.2095], [1.8541, -2.3154, -3.3321], [0.8626, -3.7689, -3.5735], [-1.2376, -2.6493, -3.5464], [-0.3945, -1.0899, -3.4985], [-1.6956, -1.4503, -2.3176], [1.6286, 2.0271, -0.5847], [2.0085, 1.3057, 0.1628], [2.3147, 2.0206, -1.4494], [1.6466, 3.0253, -0.1152], [2.0393, -1.7869, -0.3845], [2.1429, -1.1678, 0.5267], [2.1049, -2.8426, -0.0703], [2.8917, -1.5536, -1.0511], [1.5467, -0.8648, 5.5823], [0.0355, 0.0818, 5.0011], [-1.5378, -0.8126, 5.5083], [0.0124, 1.8233, 5.7085], [0.1263, 0.1840, 3.1305], [0.2882, -0.1399, 1.9017], [1.6125, -0.9075, 6.6764], [2.4623, -0.3926, 5.2063], [1.5231, -1.8938, 5.2040], [-1.6320, -0.8435, 6.6034], [-2.4369, -0.3235, 5.1078], [-1.5326, -1.8488, 5.1424], [0.8936, 2.4042, 5.3957], [-0.8818, 2.3872, 5.4010], [0.0157, 1.7680, 6.8081]], "forces_ev_per_angstrom": [[1.0, 0.6, 0.1], [-2.8, -0.8, 1.5], [2.7, 0.9, -1.3], [-0.3, 1.1, -0.1], [-0.9, -2.0, -2.9], [0.3, 0.0, 1.6], [-0.1, 0.9, 1.4], [-0.1, 0.4, -0.6], [-0.2, -0.5, -0.5], [0.0, 0.1, -0.2], [0.0, 0.0, -0.3], [-0.2, 0.1, -0.2], [-0.1, -0.2, 0.1], [0.1, -0.1, -0.2], [-0.1, 0.1, -0.4], [0.0, 0.1, -0.1], [0.2, -0.1, 0.3], [-0.2, 0.0, 0.1], [-0.2, 0.0, -0.2], [0.3, -0.2, 0.2], [0.1, 0.3, 0.0], [0.1, 0.1, -0.1], [0.0, -0.2, 0.3], [0.0, 0.0, -0.1], [-0.2, -0.1, -0.1], [0.2, 0.1, 0.3], [0.1, -0.1, -0.2], [-0.1, 0.1, -0.2], [0.0, -0.2, 0.0], [0.2, 0.2, 0.2], [0.0, 0.3, 0.2], [-0.1, -0.2, 0.1], [0.2, -0.1, -0.2], [0.0, 0.2, -0.5], [0.1, 0.0, 0.0], [-0.3, -0.1, 0.4], [0.1, -0.5, -0.1], [0.5, 0.1, -0.5], [0.1, -0.2, -0.1], [-0.2, 0.5, 0.0], [-0.4, -0.2, 0.3], [0.1, 0.0, -0.7], [-0.2, -0.1, 2.5], [-0.1, -0.1, -0.7], [0.1, 0.2, -0.6], [0.7, -1.7, -3.0], [-0.2, 1.4, 4.2], [-0.2, 0.1, -0.2], [-0.1, -0.1, 0.1], [0.0, 0.1, 0.1], [0.2, 0.1, -0.3], [0.2, -0.1, 0.1], [0.0, 0.2, 0.1], [-0.2, -0.1, 0.2], [0.1, -0.1, 0.2], [0.0, 0.0, -0.4]], "nbo_charge": [-0.914, 0.947, -0.380, 0.974, 2.112, -0.730, -0.714, 0.102, 0.113, -0.619, -0.619, -0.616, -0.612, -0.625, -0.630, 0.202, 0.255, 0.226, 0.218, 0.249, 0.212, 0.216, 0.256, 0.208, 0.217, 0.248, 0.199, 0.222, 0.222, 0.248, 0.257, 0.220, 0.209, -0.436, 0.210, 0.243, 0.239, -0.434, 0.213, 0.250, 0.235, -1.093, 1.553, -1.096, -1.111, -0.387, -0.596, 0.279, 0.251, 0.255, 0.279, 0.247, 0.256, 0.248, 0.238, 0.285], "lumo_energy_ev": -8.127, "multiplicity": 1, "total_charge": 2}


Record 2
{"formula": "C29H34BrN4OPd", "method": "wB97M-V/def2-TZVPD", "species": ["Pd", "C", "C", "N", "C", "C", "C", "C", "C", "C", "C", "C", "C", "N", "C", "H", "H", "H", "H", "H", "H", "H", "H", "C", "C", "C", "C", "C", "C", "C", "Br", "C", "O", "C", "C", "C", "C", "C", "C", "H", "H", "H", "H", "H", "H", "H", "H", "H", "H", "H", "H", "H", "H", "H", "H", "H", "H", "H", "H", "C", "N", "C", "C", "N", "H", "H", "H", "H", "H", "H"], "positions_angstrom": [[1.5545, 1.7011, 0.1204], [3.5778, -2.2933, 0.1352], [2.6180, -1.2747, 0.1208], [2.9341, 0.0037, 0.1125], [4.2398, 0.3536, 0.1191], [5.2696, -0.5941, 0.1264], [4.9046, -1.9514, 0.1357], [6.6376, -0.1561, 0.1257], [6.9448, 1.1560, 0.1193], [5.9125, 2.1545, 0.1153], [6.1842, 3.5339, 0.1076], [5.1454, 4.4268, 0.1037], [3.8330, 3.9374, 0.1121], [3.5541, 2.6516, 0.1211], [4.5697, 1.7612, 0.1189], [3.2612, -3.3265, 0.1437], [1.5599, -1.5086, 0.1105], [5.6758, -2.7115, 0.1441], [7.4175, -0.9067, 0.1304], [7.9769, 1.4823, 0.1183], [7.2119, 3.8754, 0.1047], [5.3193, 5.4933, 0.0952], [2.9837, 4.6097, 0.1126], [-2.6921, -4.2286, -3.4209], [-3.0754, -3.9249, -1.9725], [-4.5888, -3.6609, -1.9122], [-2.7327, -5.1496, -1.1087], [-2.3415, -2.7133, -1.4207], [-1.4251, -1.9784, -2.1879], [-0.7938, -0.8997, -1.6399], [0.4117, 0.0995, -2.6743], [-1.0189, -0.4668, -0.2690], [-0.4016, 0.5111, 0.1946], [-1.9852, -1.2335, 0.5144], [-2.5871, -2.3043, -0.0951], [-2.3562, -0.9199, 1.9683], [-1.6750, 0.3086, 2.5823], [-1.9854, -2.1364, 2.8340], [-3.8753, -0.6870, 2.0422], [-3.2447, -5.1043, -3.7615], [-1.6282, -4.4515, -3.5218], [-2.9413, -3.4025, -4.0893], [-5.1257, -4.5248, -2.3066], [-4.8576, -2.7900, -2.5123], [-4.9344, -3.4917, -0.8920], [-3.2553, -6.0261, -1.4945], [-3.0328, -5.0143, -0.0693], [-1.6611, -5.3558, -1.1306], [-1.2144, -2.2506, -3.2110], [-3.3003, -2.8818, 0.4774], [-0.5922, 0.2072, 2.6228], [-2.0456, 0.4173, 3.6035], [-1.9046, 1.2216, 2.0352], [-0.9106, -2.3252, 2.7977], [-2.5007, -3.0426, 2.5150], [-2.2596, -1.9428, 3.8722], [-4.1672, 0.1640, 1.4241], [-4.1601, -0.4720, 3.0731], [-4.4465, -1.5556, 1.7143], [-2.3528, 5.3094, -0.8685], [-1.5464, 5.0999, 0.3318], [-1.5278, 6.1587, 1.3382], [-0.5680, 4.2238, 0.3012], [0.2928, 3.4550, 0.2781], [-3.3867, 5.4826, -0.5736], [-2.3086, 4.4221, -1.4946], [-1.9925, 6.1699, -1.4366], [-2.5495, 6.3605, 1.6560], [-1.0902, 7.0748, 0.9349], [-0.9506, 5.8318, 2.1989]], "forces_ev_per_angstrom": [[0.0, -1.7, -0.1], [0.1, 0.1, 0.0], [-0.5, -0.1, 0.0], [-0.8, 1.0, 0.0], [0.4, 0.5, 0.0], [-0.1, 0.1, 0.0], [-0.1, -0.1, 0.0], [0.0, 0.0, 0.0], [0.0, 0.0, 0.0], [0.0, 0.0, 0.0], [0.0, 0.0, 0.0], [-0.1, -0.1, 0.0], [-0.2, 0.3, 0.0], [-1.2, -0.3, 0.0], [0.1, -0.6, 0.0], [0.0, 0.0, 0.0], [-0.1, 0.0, 0.0], [0.0, 0.0, 0.0], [0.0, 0.0, 0.0], [0.0, 0.0, 0.0], [0.0, 0.0, 0.0], [0.0, 0.0, 0.0], [0.0, 0.0, 0.0], [-0.1, 0.0, 0.0], [0.0, 0.0, 0.1], [0.0, -0.2, -0.1], [-0.1, 0.0, -0.1], [0.3, 0.4, 0.0], [-0.8, -0.8, 0.2], [-0.5, 0.5, 1.9], [0.4, 0.3, -0.2], [-0.9, -3.3, -2.0], [2.4, 4.4, 1.8], [1.3, 0.9, -0.5], [0.0, -0.4, -1.0], [0.0, -0.1, -0.1], [0.0, 0.0, 0.0], [-0.1, 0.1, 0.1], [0.1, 0.0, 0.1], [0.0, 0.0, 0.0], [0.0, 0.0, 0.0], [0.0, 0.0, 0.0], [-0.1, 0.0, 0.0], [0.0, 0.0, 0.0], [0.0, 0.0, 0.0], [0.0, -0.1, 0.0], [0.0, 0.0, 0.0], [0.0, 0.0, 0.0], [0.0, 0.0, 0.0], [0.0, 0.0, 0.0], [0.0, 0.0, 0.0], [0.0, 0.0, 0.0], [0.0, 0.0, 0.0], [0.0, 0.0, 0.0], [0.0, 0.0, 0.0], [0.0, 0.0, 0.1], [0.0, 0.0, 0.0], [-0.1, 0.0, 0.0], [0.0, 0.0, 0.0], [-0.1, 0.0, -0.2], [0.3, -0.3, 0.0], [0.0, 0.1, 0.1], [-0.1, 0.2, 0.0], [0.6, -0.7, -0.2], [0.0, 0.0, 0.0], [0.0, 0.0, 0.0], [0.0, 0.0, 0.0], [0.0, 0.0, 0.0], [0.0, 0.0, 0.0], [0.0, 0.0, 0.0]], "nbo_charge": [1.002, -0.238, 0.103, -0.426, 0.125, -0.005, -0.110, -0.185, -0.160, -0.105, -0.089, -0.243, 0.087, -0.453, 0.234, 0.251, 0.246, 0.235, 0.236, 0.235, 0.237, 0.246, 0.224, -0.606, -0.080, -0.594, -0.594, -0.066, -0.188, -0.213, 0.031, 0.302, -0.730, 0.003, -0.156, -0.101, -0.588, -0.593, -0.596, 0.216, 0.208, 0.211, 0.209, 0.213, 0.205, 0.210, 0.205, 0.208, 0.220, 0.197, 0.209, 0.200, 0.211, 0.203, 0.208, 0.208, 0.209, 0.207, 0.207, -0.398, -0.447, -0.397, 0.599, -0.510, 0.222, 0.233, 0.205, 0.223, 0.204, 0.226], "lumo_energy_ev": [-4.353, -4.352], "multiplicity": 1, "total_charge": 1}


Record 3
{"formula": "C2HO3S", "method": "wB97M-V/def2-TZVPD", "species": ["C", "C", "O", "O", "O", "S", "H"], "positions_angstrom": [[0.7939, -0.1795, -1.7642], [0.0537, -0.4155, -0.8246], [0.7986, -0.1079, 1.8864], [-1.2323, 1.2248, 1.6264], [-0.9111, -0.8084, -0.0392], [-0.6357, -0.0862, 1.7117], [1.1329, 0.3727, -2.5965]], "forces_ev_per_angstrom": [[-0.4, 0.0, 0.8], [-1.7, -0.7, -0.7], [0.8, 0.2, -0.4], [-0.1, 1.0, -0.5], [2.1, 0.8, -0.9], [-1.1, -1.3, 1.9], [0.4, 0.1, -0.2]], "nbo_charge": [-0.543, 0.364, -0.987, -0.994, -0.727, 1.677, 0.210], "lumo_energy_ev": 4.013, "multiplicity": 1, "total_charge": -1}


Taking the records one at a time from the top gives E_tot values of -37058.54277; -112149.49372; -19067.11229 eV.
Taking the records one at a time from the top gives ΔE to the lowest compared entry with this formula, charge and spin values of 0.0; 84.9; 253.9 kJ/mol.